Record 1
Formula: CH4IOP
Source: the Open Molecules 2025 dataset
Level of theory: wB97M-V/def2-TZVPD

Each line ends with the Mulliken charge.
CARTESIAN COORDINATES (ANGSTROEM)
C -0.510 -1.222 1.129  -0.685
O -0.228 -0.091 -1.156  -0.483
P 0.702 0.998 -0.846  0.252
I 0.615 0.257 1.882  0.203
H -0.375 -2.258 1.270  0.377
H -1.630 -1.070 1.002  0.269
H 1.457 1.257 -1.917  0.044
H 0.047 2.118 -0.848  0.023

Values from the calculation:
* lowest unoccupied orbital energy (alpha / beta): -0.9 / -0.3 eV
* net charge: 0
* energy above the lowest of the compared OMol25 structures with the same formula, charge and spin: 97.7 kcal/mol
* highest occupied orbital energy (alpha / beta): -0.31407 / -0.29223 Eh
* E_tot: -20534.4383 eV

Record 2
Formula: CH4IPS2
Source: the Open Molecules 2025 dataset
Level of theory: wB97M-V/def2-TZVPD

Each line ends with the Mulliken charge.
CARTESIAN COORDINATES (ANGSTROEM)
C -1.653 -0.232 1.076  -0.691
P 0.726 0.638 -0.222  -0.062
S -2.303 -2.168 -0.304  -0.136
S -1.302 1.152 0.010  0.043
I -3.580 0.182 1.981  0.116
H -0.946 -0.393 1.878  0.503
H 1.132 1.923 -0.854  0.076
H 0.579 0.013 -1.394  0.053
H -1.426 -2.080 -1.310  0.098

Values from the calculation:
* lowest unoccupied orbital energy (alpha / beta): -1.1 / -1.1 eV
* net charge: 0
* energy above the lowest of the compared OMol25 structures with the same formula, charge and spin: 52.6 kcal/mol
* highest occupied orbital energy (alpha / beta): -0.32982 / -0.32979 Eh
* E_tot: -40159.2610 eV

Record 3
Formula: CH4N2
Source: the Open Molecules 2025 dataset
Level of theory: wB97M-V/def2-TZVPD

Each line ends with the Mulliken charge.
CARTESIAN COORDINATES (ANGSTROEM)
N 0.495 -0.547 -0.770  -0.531
C 0.227 0.295 0.348  0.109
N -0.463 -0.121 1.347  -0.643
H 0.657 -0.117 -1.742  0.254
H -0.079 -1.461 -0.860  0.302
H 0.479 1.432 0.290  0.274
H -1.316 0.518 1.386  0.236

Values from the calculation:
* lowest unoccupied orbital energy: 0.9 eV
* net charge: 0
* energy above the lowest of the compared OMol25 structures with the same formula, charge and spin: 60.0 kcal/mol
* highest occupied orbital energy: -0.31058 Eh
* E_tot: -4080.2795 eV

Record 4
Formula: CH4N2
Source: the Open Molecules 2025 dataset
Level of theory: wB97M-V/def2-TZVPD

Each line ends with the Mulliken charge.
CARTESIAN COORDINATES (ANGSTROEM)
C -0.087 -0.352 0.232  0.107
H -0.455 1.255 1.416  0.221
H 0.333 1.552 -0.112  0.187
H -0.317 -0.979 1.089  0.295
H 0.546 -0.135 -1.517  0.182
N -0.188 0.953 0.486  -0.440
N 0.247 -0.894 -0.809  -0.553

Values from the calculation:
* lowest unoccupied orbital energy: 1.1 eV
* net charge: 0
* energy above the lowest of the compared OMol25 structures with the same formula, charge and spin: 30.5 kcal/mol
* highest occupied orbital energy: -0.34907 Eh
* E_tot: -4081.5613 eV

Record 5
Formula: CH4N2
Source: the Open Molecules 2025 dataset
Level of theory: wB97M-V/def2-TZVPD

Each line ends with the Mulliken charge.
CARTESIAN COORDINATES (ANGSTROEM)
C -0.024 -0.503 0.874  -0.019
N -0.489 0.664 0.041  -0.328
N -1.042 -0.663 -0.011  -0.208
H 2.064 -0.233 -0.386  0.066
H 1.663 0.564 -0.055  -0.020
H -1.148 1.347 0.453  0.224
H -1.024 -1.175 -0.916  0.286

Values from the calculation:
* lowest unoccupied orbital energy: 0.3 eV
* net charge: 0
* energy above the lowest of the compared OMol25 structures with the same formula, charge and spin: 162.9 kcal/mol
* highest occupied orbital energy: -0.36632 Eh
* E_tot: -4075.8173 eV

Record 6
Formula: CH4N2O
Source: the Open Molecules 2025 dataset
Level of theory: wB97M-V/def2-TZVPD

Each line ends with the Mulliken charge.
CARTESIAN COORDINATES (ANGSTROEM)
C -1.111 0.354 0.001  0.184
H 2.034 -0.746 1.060  0.240
H 0.252 -1.508 -0.467  0.318
H 0.747 1.382 -0.552  0.319
H -1.664 1.354 -0.172  0.258
N 1.176 -0.554 -0.180  -0.577
N 0.261 0.475 0.230  -0.187
O -1.694 -0.758 0.080  -0.556

Values from the calculation:
* lowest unoccupied orbital energy: 0.2 eV
* net charge: 0
* energy above the lowest of the compared OMol25 structures with the same formula, charge and spin: 154.3 kcal/mol
* highest occupied orbital energy: -0.34355 Eh
* E_tot: -6123.8145 eV

Record 7
Formula: CH4N2O
Source: the Open Molecules 2025 dataset
Level of theory: wB97M-V/def2-TZVPD

Each line ends with the Mulliken charge.
CARTESIAN COORDINATES (ANGSTROEM)
N -0.760 0.971 0.189  -0.345
C -0.180 -0.258 0.338  0.543
N 0.963 -0.510 -0.460  -0.572
O -0.552 -1.051 1.168  -0.562
H -1.195 1.506 0.917  0.213
H -0.517 1.439 -0.661  0.210
H 0.773 -0.790 -1.404  0.242
H 1.468 -1.306 -0.086  0.271

Values from the calculation:
* lowest unoccupied orbital energy: 0.9 eV
* net charge: 0
* energy above the lowest of the compared OMol25 structures with the same formula, charge and spin: 11.0 kcal/mol
* highest occupied orbital energy: -0.35801 Eh
* E_tot: -6130.0319 eV

Record 8
Formula: CH4N2O
Source: the Open Molecules 2025 dataset
Level of theory: wB97M-V/def2-TZVPD

Each line ends with the Mulliken charge.
CARTESIAN COORDINATES (ANGSTROEM)
C -0.316 -0.483 0.143  0.078
H 1.367 1.315 -1.324  0.354
H 0.066 1.336 0.689  0.280
H 0.586 -1.044 0.346  0.370
H -1.577 -1.872 0.486  0.257
N 0.016 0.808 -0.171  -0.322
N -1.570 -0.860 0.360  -0.593
O 1.427 0.799 -0.528  -0.423

Values from the calculation:
* lowest unoccupied orbital energy: 1.0 eV
* net charge: 0
* energy above the lowest of the compared OMol25 structures with the same formula, charge and spin: 80.7 kcal/mol
* highest occupied orbital energy: -0.37087 Eh
* E_tot: -6127.0074 eV

Record 9
Formula: CH4N2O
Source: the Open Molecules 2025 dataset
Level of theory: wB97M-V/def2-TZVPD

Each line ends with the Mulliken charge.
CARTESIAN COORDINATES (ANGSTROEM)
C -0.814 0.464 0.075  0.033
H 2.087 -0.499 0.739  0.363
H 0.947 1.340 -0.326  0.250
H -1.298 1.519 -0.093  0.216
H -0.685 -1.131 -0.217  0.279
N 0.492 0.552 0.034  -0.109
N -1.610 -0.597 0.005  -0.571
O 1.458 -0.462 -0.103  -0.461

Values from the calculation:
* lowest unoccupied orbital energy: 0.4 eV
* net charge: 0
* energy above the lowest of the compared OMol25 structures with the same formula, charge and spin: 102.6 kcal/mol
* highest occupied orbital energy: -0.33671 Eh
* E_tot: -6126.0589 eV

Record 10
Formula: CH4N2O2
Source: the Open Molecules 2025 dataset
Level of theory: wB97M-V/def2-TZVPD

Each line ends with the Mulliken charge.
CARTESIAN COORDINATES (ANGSTROEM)
C 0.702 -0.926 0.288  -0.781
N 0.164 1.809 -0.368  -0.787
N 0.489 -0.905 -0.958  -0.387
O 1.219 1.888 -1.446  -0.535
O -0.147 -1.945 -1.536  -0.730
H 0.287 -1.733 0.865  0.513
H 1.281 0.893 -1.508  0.418
H 1.249 -0.309 0.909  0.267
H -0.702 1.738 -0.933  0.021

Values from the calculation:
* lowest unoccupied orbital energy: 7.9 eV
* net charge: -2
* energy above the lowest of the compared OMol25 structures with the same formula, charge and spin: 28.8 kcal/mol
* highest occupied orbital energy: 0.11620 Eh
* E_tot: -8168.3674 eV

Record 11
Formula: CH4N2O2
Source: the Open Molecules 2025 dataset
Level of theory: wB97M-V/def2-TZVPD

Each line ends with the Mulliken charge.
CARTESIAN COORDINATES (ANGSTROEM)
C 0.439 -0.368 -0.317  0.106
H 0.472 1.139 2.049  0.358
H 1.342 -1.222 1.371  0.280
H 0.718 -1.359 -0.896  0.207
H -1.220 -1.130 -2.109  0.319
N 0.962 -0.320 0.978  -0.230
N -0.433 0.553 -0.728  -0.221
O 0.106 0.220 1.933  -0.409
O -1.062 0.174 -1.967  -0.411

Values from the calculation:
* lowest unoccupied orbital energy: 0.2 eV
* net charge: 0
* energy above the lowest of the compared OMol25 structures with the same formula, charge and spin: 125.1 kcal/mol
* highest occupied orbital energy: -0.32409 Eh
* E_tot: -8171.2621 eV

Record 12
Formula: CH4N2O2
Source: the Open Molecules 2025 dataset
Level of theory: wB97M-V/def2-TZVPD

Each line ends with the Mulliken charge.
CARTESIAN COORDINATES (ANGSTROEM)
C 1.291 -0.286 0.044  -0.452
N -2.027 0.757 0.046  -0.873
N -1.092 -0.019 0.007  1.304
O -1.071 -1.190 -0.052  -0.611
O 0.251 0.669 -0.070  -0.357
H 2.045 0.321 -0.512  0.253
H 0.965 -1.285 -0.529  0.217
H 1.434 -0.680 1.091  0.233
H -1.795 1.713 -0.025  0.286

Values from the calculation:
* lowest unoccupied orbital energy: 0.9 eV
* net charge: 0
* energy above the lowest of the compared OMol25 structures with the same formula, charge and spin: 98.2 kcal/mol
* highest occupied orbital energy: -0.39105 Eh
* E_tot: -8172.4251 eV

Record 13
Formula: CH4N2O2
Source: the Open Molecules 2025 dataset
Level of theory: wB97M-V/def2-TZVPD

Each line ends with the Mulliken charge.
CARTESIAN COORDINATES (ANGSTROEM)
C -1.121 -0.289 -0.126  -0.632
N 2.249 -0.067 0.461  -0.037
N -0.363 0.764 -0.666  -0.042
O 1.809 -0.882 -0.285  -0.233
O 0.309 1.487 0.123  -0.350
H -2.169 0.110 -0.153  0.290
H -1.356 -1.052 -0.875  0.299
H -0.886 -0.659 0.824  0.360
H 1.528 0.588 0.698  0.346

Values from the calculation:
* lowest unoccupied orbital energy: -0.7 eV
* net charge: 0
* energy above the lowest of the compared OMol25 structures with the same formula, charge and spin: 130.1 kcal/mol
* highest occupied orbital energy: -0.33918 Eh
* E_tot: -8171.0454 eV

Record 14
Formula: CH4N2O2S
Source: the Open Molecules 2025 dataset
Level of theory: wB97M-V/def2-TZVPD

Each line ends with the Mulliken charge.
CARTESIAN COORDINATES (ANGSTROEM)
C 0.427 0.090 -0.181  0.638
H -1.710 0.372 2.260  0.134
H -1.577 0.776 -0.413  0.255
H 0.134 0.873 -2.059  0.252
H 2.392 -0.015 -0.962  0.338
N -0.941 0.216 0.070  -0.317
N 0.801 0.805 -1.291  -0.141
O 1.251 -0.464 0.533  -0.626
O 2.082 0.464 -1.747  -0.387
S -1.718 -0.606 1.282  -0.146

Values from the calculation:
* lowest unoccupied orbital energy: 0.4 eV
* net charge: 0
* energy above the lowest of the compared OMol25 structures with the same formula, charge and spin: 30.8 kcal/mol
* highest occupied orbital energy: -0.35206 Eh
* E_tot: -19010.5878 eV

Record 15
Formula: CH4N2O3
Source: the Open Molecules 2025 dataset
Level of theory: wB97M-V/def2-TZVPD

Each line ends with the Mulliken charge.
CARTESIAN COORDINATES (ANGSTROEM)
C 0.059 0.689 0.446  0.029
N -1.006 0.634 -0.341  -0.191
N -2.244 0.372 -0.024  -0.404
O 2.011 -1.454 -0.468  -0.310
O 1.351 0.843 -0.033  -0.226
O 1.847 -0.113 -1.004  -0.100
H 0.081 0.488 1.540  0.343
H -2.454 0.008 0.922  0.231
H -2.605 -0.183 -0.825  0.273
H 2.959 -1.283 -0.211  0.356

Values from the calculation:
* lowest unoccupied orbital energy: 0.6 eV
* net charge: 0
* energy above the lowest of the compared OMol25 structures with the same formula, charge and spin: 122.2 kcal/mol
* highest occupied orbital energy: -0.33102 Eh
* E_tot: -10217.1284 eV

Record 16
Formula: CH4N2O3
Source: the Open Molecules 2025 dataset
Level of theory: wB97M-V/def2-TZVPD

Each line ends with the Mulliken charge.
CARTESIAN COORDINATES (ANGSTROEM)
C -0.113 -0.732 0.151  0.228
N 2.538 0.701 0.287  0.539
N -0.571 0.385 -0.381  -0.415
O 3.368 1.130 -0.508  -0.459
O 0.788 -1.436 -0.187  -0.522
O 1.583 1.232 0.744  -0.398
H -0.486 -0.701 1.267  0.186
H -1.067 1.071 0.122  0.263
H 0.061 0.759 -1.178  0.266
H 2.795 -0.340 0.678  0.313

Values from the calculation:
* lowest unoccupied orbital energy: 0.2 eV
* net charge: 0
* energy above the lowest of the compared OMol25 structures with the same formula, charge and spin: 32.2 kcal/mol
* highest occupied orbital energy: -0.37911 Eh
* E_tot: -10221.0302 eV

Record 17
Formula: CH4N2O3
Source: the Open Molecules 2025 dataset
Level of theory: wB97M-V/def2-TZVPD

Each line ends with the Mulliken charge.
CARTESIAN COORDINATES (ANGSTROEM)
C 0.039 0.136 -0.692  -0.406
N -1.417 -0.237 1.105  -0.423
N 1.410 0.309 -0.281  0.869
O 1.968 1.281 -0.753  -0.515
O 1.788 -0.325 0.687  -0.538
O -0.767 0.670 0.303  -0.250
H -0.075 -0.867 -0.883  0.372
H -0.011 0.750 -1.539  0.365
H -0.804 -0.953 1.456  0.265
H -2.130 -0.764 0.597  0.259

Values from the calculation:
* lowest unoccupied orbital energy: -0.1 eV
* net charge: 0
* energy above the lowest of the compared OMol25 structures with the same formula, charge and spin: 73.9 kcal/mol
* highest occupied orbital energy: -0.38922 Eh
* E_tot: -10219.2227 eV

Record 18
Formula: CH4N2O3
Source: the Open Molecules 2025 dataset
Level of theory: wB97M-V/def2-TZVPD

Each line ends with the Mulliken charge.
CARTESIAN COORDINATES (ANGSTROEM)
C -0.272 -0.036 0.427  0.114
N -0.908 1.090 -0.057  -0.490
N 1.173 0.083 0.100  0.898
O 1.873 -0.814 0.550  -0.571
O 1.517 0.968 -0.639  -0.535
O -0.372 -1.356 -0.689  -0.586
H -0.552 -0.205 1.426  0.326
H -0.904 1.067 -1.032  0.252
H -1.891 1.179 0.341  0.258
H 0.335 -1.977 -0.427  0.334

Values from the calculation:
* lowest unoccupied orbital energy: 0.0 eV
* net charge: 0
* energy above the lowest of the compared OMol25 structures with the same formula, charge and spin: 48.2 kcal/mol
* highest occupied orbital energy: -0.39917 Eh
* E_tot: -10220.3347 eV

Record 19
Formula: CH4N2O3P
Source: the Open Molecules 2025 dataset
Level of theory: wB97M-V/def2-TZVPD

Each line ends with the Mulliken charge.
CARTESIAN COORDINATES (ANGSTROEM)
C 0.741 -0.348 0.018  0.342
N 1.290 -1.536 0.279  -0.326
N -1.195 1.656 -0.632  -0.715
O -1.583 0.176 1.404  -0.743
O 1.803 0.836 -0.146  -0.716
O -1.662 -0.920 -0.944  -0.736
P -1.060 0.057 0.023  0.887
H 2.299 -1.511 0.450  0.258
H 0.907 -2.400 0.476  0.208
H -0.302 1.681 -1.037  0.279
H -1.237 2.309 0.107  0.263

Values from the calculation:
* lowest unoccupied orbital energy: 3.8 eV
* net charge: -1
* energy above the lowest of the compared OMol25 structures with the same formula, charge and spin: 61.3 kcal/mol
* highest occupied orbital energy: -0.18872 Eh
* E_tot: -19515.2347 eV

Record 20
Formula: CH4N2O3S
Source: the Open Molecules 2025 dataset
Level of theory: wB97M-V/def2-TZVPD

Each line ends with the Mulliken charge.
CARTESIAN COORDINATES (ANGSTROEM)
C -1.411 -0.414 -0.103  0.702
N -1.226 -1.583 0.252  -0.638
N 2.223 1.108 -0.783  -0.438
O -2.417 0.038 -0.763  -0.488
O -0.583 0.661 0.315  -0.571
O 1.774 -0.296 1.154  -0.576
S 2.741 -0.037 0.088  0.636
H -0.435 -1.953 0.735  0.282
H 0.180 0.188 0.760  0.359
H -2.173 0.891 -1.297  0.358
H 1.327 1.398 -0.358  0.374

Values from the calculation:
* lowest unoccupied orbital energy: -1.4 eV
* net charge: 0
* energy above the lowest of the compared OMol25 structures with the same formula, charge and spin: 32.2 kcal/mol
* highest occupied orbital energy: -0.36314 Eh
* E_tot: -21058.1995 eV